ORCA calculation (wB97M-V/def2-TZVPD) on an isolated molecule of C5H13NO2Si at a distorted geometry.

Properties
**Largest force on an atom**: 0.0564 hartree/bohr
**Energy relative to the best compared isomer or geometry (same formula, charge and spin)**: 0.0 kJ/mol
**Orbital gap**: 10.111 eV
**LUMO level**: 0.0353 hartree
**Structure (SMILES)**: C=C[Si](NC)(OC)OC

Each line ends with the Mulliken charge.
Geometry (Å):
C 1.871 -1.042 1.677  -0.72
C 0.661 -1.191 1.169  -0.17
C -1.428 1.985 1.416  -0.85
C -1.911 -1.886 -1.102  -0.61
C 1.946 0.640 -1.840  -0.61
N -0.451 1.626 0.411  -0.12
O -1.650 -0.588 -0.648  -0.30
O 0.681 0.101 -1.594  -0.32
Si -0.217 0.059 -0.237  0.43
H 2.285 -1.736 2.396  0.27
H 2.507 -0.216 1.406  0.18
H 0.057 -2.032 1.486  0.26
H -1.627 1.111 2.029  0.29
H -1.036 2.782 2.055  0.30
H -2.374 2.321 0.972  0.27
H -2.991 -1.983 -1.227  0.24
H -1.562 -2.628 -0.379  0.25
H -1.415 -2.071 -2.057  0.25
H 2.420 0.046 -2.624  0.22
H 2.574 0.623 -0.947  0.24
H 1.852 1.675 -2.186  0.26
H -0.193 2.405 -0.176  0.22

---

ORCA calculation (wB97M-V/def2-TZVPD) on a cluster of 2 separate species, C5H13NO3 in total.

Properties
**Largest force on an atom**: 0.0086 hartree/bohr
**Energy relative to the best compared isomer or geometry (same formula, charge and spin)**: 49.2 kJ/mol
**Orbital gap**: 9.505 eV
**LUMO level**: 0.0215 hartree
**Structure (SMILES)**: CCCNCC(=O)O.O

Each line ends with the Mulliken charge.
Geometry (Å):
C 1.804 0.471 1.251  -0.45
C 2.087 -0.846 0.538  -0.96
C 0.965 1.430 0.422  -0.71
N -0.371 0.896 0.121  -0.30
C -0.620 0.601 -1.279  -0.29
C -2.109 0.594 -1.523  0.35
O -2.662 -0.585 -1.095  -0.49
O -2.786 1.477 -1.955  -0.53
H 2.751 0.948 1.511  0.34
H 1.283 0.273 2.191  0.30
H 2.681 -1.509 1.171  0.35
H 2.652 -0.707 -0.390  0.29
H 1.171 -1.380 0.290  0.20
H 0.840 2.375 0.957  0.27
H 1.484 1.674 -0.512  0.36
H -0.547 0.074 0.687  0.16
H -0.200 1.383 -1.899  0.47
H -0.196 -0.351 -1.623  0.27
H -3.626 -0.514 -1.150  0.30
H -1.904 -1.496 0.394  0.38
H -1.333 -2.869 0.824  0.31
O -1.365 -1.940 1.067  -0.64

---

ORCA calculation (wB97M-V/def2-TZVPD) on a cluster of 2 separate species, C5H13NO3 in total at a distorted geometry.

Properties
**Largest force on an atom**: 0.0362 hartree/bohr
**Energy relative to the best compared isomer or geometry (same formula, charge and spin)**: 80.8 kJ/mol
**Orbital gap**: 10.647 eV
**LUMO level**: 0.0236 hartree
**Structure (SMILES)**: CNC(=O)CCCO.O

Each line ends with the Mulliken charge.
Geometry (Å):
C 0.329 -0.291 0.790  -0.49
C 1.487 -1.046 0.091  -0.50
C 2.171 -0.226 -1.012  -0.53
O 2.744 0.938 -0.427  -0.54
C -0.648 0.191 -0.273  0.19
N -1.893 -0.358 -0.355  -0.17
C -2.349 -1.548 0.334  -0.82
O -0.388 1.212 -0.904  -0.67
H 0.714 0.556 1.351  0.34
H -0.124 -0.992 1.484  0.42
H 1.136 -2.000 -0.310  0.26
H 2.252 -1.292 0.826  0.39
H 1.602 -0.034 -1.914  0.31
H 3.067 -0.809 -1.256  0.35
H 2.153 1.698 -0.523  0.34
H -2.543 0.288 -0.772  0.26
H -1.499 -2.137 0.654  0.29
H -2.956 -1.327 1.214  0.28
H -2.947 -2.148 -0.350  0.31
H -0.709 2.350 0.628  0.38
H -0.955 3.673 -0.057  0.30
O -0.644 3.302 0.782  -0.68